(1)
The following is a DFT calculation (ωB97M-V/def2-TZVPD) of a cluster of 2 separate species, C3H8N3O in total at a distorted geometry.

Each line ends with the natural charge from an NBO analysis.
Element x y z (Å)
1 C 0.132 0.740 -0.064  0.637
2 C -0.802 0.056 2.031  -0.441
3 C 1.398 -1.846 -0.901  0.315
4 N -0.683 1.458 -2.098  -0.561
5 N -0.304 1.533 -0.874  -0.110
6 N 0.311 0.328 1.117  -0.530
7 O 0.410 -1.176 -1.069  -0.549
8 H -1.714 -0.175 1.528  0.232
9 H -1.093 0.910 2.652  0.232
10 H -0.600 -0.629 2.824  0.240
11 H 1.537 -2.907 -0.467  0.165
12 H 2.298 -1.236 -0.983  0.123
13 H -0.926 2.230 -2.692  0.412
14 H 1.158 0.035 1.550  0.437
15 H -1.122 0.680 -2.555  0.400

Summary:
HOMO level = -14.107 eV
energy above the lowest of the compared OMol25 structures with the same formula, charge and spin = 441.7 kJ/mol
total charge = +1
frontier orbital gap = 0.3704 Eh
LUMO = -4.0 eV
multiplicity = 1

---

(2)
The following is a DFT calculation (ωB97M-V/def2-TZVPD) of a cluster of 2 separate species, C3H8N3S in total at a distorted geometry.

Each line ends with the natural charge from an NBO analysis.
Element x y z (Å)
1 C -0.271 1.040 -1.384  -0.015
2 C -0.479 0.418 -0.034  -0.516
3 C 2.274 0.759 0.087  0.149
4 N 0.770 1.348 -1.994  -0.047
5 N 3.553 0.853 0.155  -0.731
6 N -3.027 -1.869 0.656  -1.103
7 S 1.078 -0.062 0.929  0.429
8 H -1.166 1.029 -1.855  0.285
9 H -0.926 1.061 0.783  0.290
10 H -1.051 -0.403 -0.304  0.273
11 H 3.983 1.442 -0.548  0.440
12 H 4.160 0.799 0.983  0.437
13 H -2.090 -2.281 0.469  0.351
14 H -3.813 -2.461 0.403  0.391
15 H -2.996 -1.674 1.653  0.367

Summary:
HOMO level (alpha / beta) = -13.165 / -13.165 eV
energy above the lowest of the compared OMol25 structures with the same formula, charge and spin = 464.9 kJ/mol
total charge = +1
frontier orbital gap (alpha / beta) = 0.2425 / 0.2424 Eh
LUMO (alpha / beta) = -6.6 / -6.6 eV
multiplicity = 1

---

(3)
The following is a DFT calculation (ωB97M-V/def2-TZVPD) of an isolated molecule of C3H8N4 at a distorted geometry.

Each line ends with the natural charge from an NBO analysis.
Element x y z (Å)
1 H -1.373 -2.436 0.366  0.346
2 N -1.217 -1.443 0.554  -0.561
3 N -1.871 -0.780 -0.340  0.012
4 N -1.906 0.515 -0.321  -0.335
5 C -1.006 1.417 0.218  -0.186
6 C 0.294 1.056 0.277  0.009
7 N 0.646 -0.153 -0.226  -0.622
8 C 2.054 -0.489 -0.228  -0.409
9 H -2.639 0.881 -0.918  0.392
10 H -1.376 2.394 0.470  0.212
11 H 1.054 1.734 0.645  0.191
12 H 0.060 -0.940 0.217  0.383
13 H 2.668 0.398 -0.388  0.190
14 H 2.368 -0.961 0.713  0.180
15 H 2.242 -1.194 -1.040  0.199

Summary:
HOMO level = -7.748 eV
energy above the lowest of the compared OMol25 structures with the same formula, charge and spin = 349.3 kJ/mol
SMILES = [H]/N=N/N/C=C\NC
frontier orbital gap = 0.3261 Eh
LUMO = 1.1 eV
multiplicity = 1

---

(4)
The following is a DFT calculation (ωB97M-V/def2-TZVPD) of a structure of composition C3H8N4 at a distorted geometry.

Each line ends with the natural charge from an NBO analysis.
Element x y z (Å)
1 C -1.103 1.664 -0.183  -0.671
2 N -0.517 -0.769 0.687  -0.058
3 C -0.185 0.530 -0.464  0.213
4 N -0.260 -2.081 0.526  -0.678
5 C 0.518 0.256 -1.549  -0.500
6 N 0.493 -0.054 1.199  -0.006
7 N 1.571 -0.697 1.457  -0.589
8 H 0.713 -2.341 0.691  0.417
9 H -1.038 -2.600 0.148  0.399
10 H 2.234 -0.015 1.828  0.338
11 H -0.733 2.245 0.662  0.237
12 H -2.095 1.299 0.077  0.231
13 H -1.180 2.308 -1.059  0.226
14 H 1.217 -0.569 -1.564  0.218
15 H 0.364 0.824 -2.457  0.221

Summary:
HOMO level = -8.509 eV
energy above the lowest of the compared OMol25 structures with the same formula, charge and spin = 526.7 kJ/mol
frontier orbital gap = 0.3525 Eh
LUMO = 1.1 eV
multiplicity = 1